ORCA calculation (wB97M-V/def2-TZVPD) on C15H17CoO4S2 as an isolated structure.

XYZ file:
```
39
C15H17CoO4S2 | the OMol25 dataset | wB97M-V/def2-TZVPD
Co 1.142 2.366 1.304
C 0.328 2.470 3.295
C 1.568 1.794 3.348
C 2.559 2.690 2.874
C 1.923 3.945 2.619
C 0.557 3.824 2.897
H -0.635 2.031 3.506
H 1.704 0.748 3.570
H 3.604 2.471 2.722
H 2.400 4.796 2.157
H -0.206 4.546 2.654
C -3.034 -3.980 -1.862
C -1.901 -3.060 -1.496
C -1.803 -2.526 -0.220
C -0.793 -1.638 0.133
C -0.785 -1.063 1.523
C 0.161 -1.280 -0.837
C 1.273 -0.364 -0.526
O 1.520 0.082 0.576
C 0.064 -1.799 -2.141
C 1.018 -1.384 -3.234
C -0.957 -2.686 -2.444
H -3.396 -4.525 -0.990
H -2.725 -4.702 -2.619
H -3.873 -3.412 -2.271
H -2.544 -2.796 0.525
H -1.662 -1.404 2.074
H -0.787 0.027 1.468
H 0.118 -1.342 2.067
H 1.909 -0.074 -1.373
H 1.010 -0.299 -3.340
H 0.722 -1.833 -4.181
H 2.043 -1.697 -3.021
H -1.029 -3.083 -3.451
O -0.472 2.199 0.236
S -0.046 2.612 -1.151
O -0.003 1.468 -2.052
O -0.843 3.707 -1.653
S 1.872 3.173 -0.685
```

Summary:
highest occupied orbital energy (alpha / beta): -4.24 / -4.41 eV
multiplicity: 2
E_LUMO (alpha / beta): 2.8 / 2.8 eV
gap between HOMO and LUMO (alpha / beta): 7.062 / 7.232 eV
relative energy (zero: lowest compared OMol25 entry of this formula, charge and spin): 0.86 kcal/mol
total charge: -1



ORCA calculation (wB97M-V/def2-TZVPD) on a 2-piece molecular cluster, C4H14NOSi overall in a non-equilibrium geometry.

XYZ file:
```
21
C4H14NOSi | the OMol25 dataset | wB97M-V/def2-TZVPD
C 1.181 -0.608 -2.501
C 0.032 -1.310 -1.810
C -0.823 -0.231 -0.995
C -0.632 -0.262 0.443
N -1.616 -0.238 1.319
O -0.610 1.552 3.236
Si 1.302 0.116 1.154
H 2.024 -0.604 -1.853
H 0.936 0.344 -3.008
H 1.608 -1.125 -3.445
H 0.408 -2.043 -1.045
H -0.544 -1.832 -2.657
H -0.425 0.781 -1.261
H -1.970 -0.336 -1.306
H -1.412 1.722 3.724
H -2.603 -0.102 1.052
H -1.282 -0.527 2.230
H 0.205 1.834 3.643
H 0.894 1.348 0.590
H 2.417 -0.589 0.771
H 0.840 0.053 2.663
```

Summary:
highest occupied orbital energy: -14.87 eV
E_LUMO: -4.0 eV
gap between HOMO and LUMO: 10.911 eV
relative energy (zero: lowest compared OMol25 entry of this formula, charge and spin): 74.18 kcal/mol
total charge: +1



ORCA calculation (wB97M-V/def2-TZVPD) on one molecule with the formula C2H5FN2 in a non-equilibrium geometry.

XYZ file:
```
10
C2H5FN2 | the OMol25 dataset | wB97M-V/def2-TZVPD
H -1.802 -1.472 -0.468
N -1.901 -0.490 -0.023
C -0.731 -0.013 0.031
N -0.324 1.260 0.046
C 0.676 -0.817 0.120
F 1.845 0.017 -0.112
H -1.050 2.020 -0.141
H 0.582 1.473 -0.067
H 0.721 -0.958 1.245
H 0.856 -1.631 -0.621
```

Summary:
SMILES: [H]/N=C(/N)CF
highest occupied orbital energy: -9.34 eV
E_LUMO: 1.0 eV
gap between HOMO and LUMO: 10.341 eV
relative energy (zero: lowest compared OMol25 entry of this formula, charge and spin): 18.74 kcal/mol



ORCA calculation (wB97M-V/def2-TZVPD) on a 2-piece molecular cluster, C2H3ClN2 overall in a non-equilibrium geometry.

XYZ file:
```
8
C2H3ClN2 | the OMol25 dataset | wB97M-V/def2-TZVPD
C -0.065 0.384 -0.767
C 0.766 0.116 1.229
N -0.715 1.046 -1.589
N -0.719 -0.409 -1.768
Cl -2.158 -1.152 -1.221
H 1.041 1.050 1.440
H 1.731 -0.535 0.991
H 0.120 -0.500 1.686
```

Summary:
highest occupied orbital energy: -9.57 eV
E_LUMO: -0.7 eV
gap between HOMO and LUMO: 8.860 eV
relative energy (zero: lowest compared OMol25 entry of this formula, charge and spin): 161.04 kcal/mol



ORCA calculation (wB97M-V/def2-TZVPD) on C36H84 as an isolated structure in a non-equilibrium geometry.

XYZ file:
```
120
C36H84 | the OMol25 dataset | wB97M-V/def2-TZVPD
C -0.599 -4.814 -2.617
C -0.241 -3.903 -1.426
C 0.279 -2.446 -1.898
C 0.544 -1.492 -0.673
C 0.967 -0.172 -1.212
C 0.858 0.814 -0.110
H 0.242 -4.831 -3.550
H -1.358 -4.415 -3.238
H -0.759 -5.823 -2.078
H 0.550 -4.448 -0.890
H -1.038 -3.622 -0.720
H -0.595 -2.029 -2.427
H 1.255 -2.556 -2.525
H 1.396 -1.915 -0.048
H -0.419 -1.702 -0.103
H 0.282 0.367 -1.999
H 1.989 -0.225 -1.427
H 1.609 0.512 0.523
H -0.217 0.740 0.399
H 0.949 1.870 -0.695
C -2.344 8.990 -4.592
C -1.598 8.480 -3.384
C -2.023 7.032 -2.995
C -1.479 6.436 -1.666
C -1.732 4.955 -1.600
C -1.035 4.207 -0.446
H -1.652 9.806 -4.944
H -3.182 9.212 -4.121
H -2.337 8.354 -5.424
H -1.650 9.096 -2.548
H -0.514 8.529 -3.567
H -1.749 6.607 -4.024
H -3.077 7.094 -2.825
H -1.709 6.839 -0.688
H -0.406 6.651 -1.870
H -1.348 4.495 -2.414
H -2.672 4.613 -1.602
H -1.138 3.165 -0.389
H -1.507 4.915 0.419
H 0.148 4.300 -0.759
C -7.240 -2.274 -6.734
C -6.579 -1.391 -5.769
C -5.815 -2.298 -4.606
C -4.887 -1.420 -3.744
C -4.526 -2.257 -2.463
C -3.619 -1.599 -1.482
H -6.685 -3.184 -6.670
H -7.418 -1.656 -7.557
H -8.125 -2.562 -6.180
H -7.369 -0.741 -5.285
H -5.880 -1.013 -6.439
H -5.165 -2.908 -5.157
H -6.647 -2.941 -4.063
H -5.328 -0.513 -3.489
H -4.017 -1.180 -4.230
H -3.856 -3.155 -2.608
H -5.321 -2.505 -1.848
H -2.754 -1.260 -1.917
H -3.060 -2.205 -0.833
H -4.165 -0.851 -1.109
C 4.513 -1.633 0.922
C 6.011 -1.867 0.613
C 6.973 -1.121 1.591
C 8.377 -1.567 1.434
C 9.258 -0.996 2.657
C 10.786 -1.263 2.547
H 4.272 -0.510 0.566
H 4.424 -1.518 1.928
H 3.593 -2.339 0.495
H 6.320 -1.696 -0.435
H 6.102 -3.068 0.750
H 6.668 -1.195 2.530
H 6.831 -0.049 1.269
H 8.645 -1.042 0.518
H 8.314 -2.628 1.438
H 8.804 -1.468 3.644
H 9.051 0.113 2.654
H 11.400 -0.939 3.353
H 11.356 -0.902 1.834
H 10.937 -2.352 2.482
C -3.366 -1.473 2.328
C -3.090 0.007 1.936
C -2.434 0.558 3.228
C -2.133 1.926 2.939
C -1.574 2.800 4.121
C -1.001 4.150 3.683
H -2.285 -2.051 2.537
H -3.899 -2.038 1.475
H -4.133 -1.706 3.223
H -3.973 0.487 1.591
H -2.446 0.083 1.019
H -1.505 0.257 3.483
H -2.929 0.352 4.014
H -3.025 2.454 2.608
H -1.234 2.121 2.369
H -0.840 2.065 4.474
H -2.244 2.714 4.967
H -0.580 4.603 4.490
H -1.582 4.862 3.133
H 0.148 3.961 3.145
C 2.085 0.341 3.794
C 2.234 -1.251 3.689
C 0.895 -1.998 3.968
C 1.024 -3.551 3.700
C 1.011 -4.160 2.227
C 0.916 -5.675 2.076
H 2.318 0.715 4.943
H 1.182 0.716 3.645
H 2.718 1.084 3.349
H 3.052 -1.612 4.258
H 2.636 -1.329 2.599
H 0.141 -1.776 3.464
H 0.481 -1.848 4.861
H 0.311 -4.128 4.181
H 2.085 -4.055 4.084
H 1.734 -3.683 1.673
H 0.105 -3.629 1.873
H -0.196 -5.979 2.800
H 1.861 -6.195 2.523
H 0.664 -5.853 1.073
```

Summary:
highest occupied orbital energy: -10.00 eV
E_LUMO: 0.7 eV
gap between HOMO and LUMO: 10.717 eV
relative energy (zero: lowest compared OMol25 entry of this formula, charge and spin): 358.49 kcal/mol



ORCA calculation (wB97M-V/def2-TZVPD) on a 2-piece molecular cluster, C4H8O2 overall.

XYZ file:
```
14
C4H8O2 | the OMol25 dataset | wB97M-V/def2-TZVPD
C -1.257 0.966 -0.717
O -0.405 0.180 0.145
C 0.698 -0.324 -0.553
C 0.573 1.375 1.339
C 1.010 -1.605 -0.388
O 0.253 -2.507 0.279
H -1.523 0.394 -1.620
H -0.722 1.884 -0.987
H -2.167 1.210 -0.164
H 1.323 0.439 -1.000
H -0.320 1.484 1.982
H 1.129 0.548 1.852
H 1.941 -2.008 -0.770
H -0.534 -2.036 0.602
```

Summary:
highest occupied orbital energy: -8.37 eV
E_LUMO: 0.7 eV
gap between HOMO and LUMO: 9.069 eV
relative energy (zero: lowest compared OMol25 entry of this formula, charge and spin): 142.12 kcal/mol



ORCA calculation (wB97M-V/def2-TZVPD) on one molecule with the formula C25H37N3O4.

XYZ file:
```
69
C25H37N3O4 | the OMol25 dataset | wB97M-V/def2-TZVPD
C 1.213 -4.243 -2.731
C -0.026 -3.359 -2.604
C -1.057 -3.976 -1.661
N 0.362 -2.028 -2.148
C 0.971 -1.775 -0.968
O 1.195 -2.566 -0.075
C 1.292 -0.290 -0.919
C 2.741 0.095 -0.590
C 2.842 0.933 0.676
O 3.167 2.101 0.682
N 2.503 0.215 1.765
C 2.437 0.744 3.122
C 1.391 1.858 3.222
C 1.309 2.380 4.653
C 2.670 2.893 5.111
C 3.715 1.786 5.010
C 3.801 1.265 3.579
C 3.131 0.804 -1.926
C 2.285 2.054 -2.067
C 1.074 1.633 -2.411
C 1.192 0.128 -2.416
O 2.527 -0.072 -2.865
C 0.220 -0.874 -3.019
C -1.203 -0.285 -3.037
O -1.628 0.317 -3.997
N -1.884 -0.465 -1.892
C -3.204 0.080 -1.649
C -3.170 1.031 -0.451
C -4.557 1.617 -0.202
C -5.574 0.504 0.033
C -5.604 -0.450 -1.157
C -4.218 -1.039 -1.407
H 1.654 -4.399 -1.750
H 1.949 -3.768 -3.375
H 0.943 -5.206 -3.155
H -0.480 -3.221 -3.591
H -1.319 -4.972 -2.007
H -0.642 -4.052 -0.660
H -1.962 -3.372 -1.632
H 0.573 0.232 -0.282
H 3.357 -0.803 -0.485
H 2.237 -0.748 1.623
H 2.137 -0.089 3.767
H 0.418 1.477 2.902
H 1.681 2.665 2.549
H 0.569 3.182 4.708
H 0.981 1.576 5.316
H 2.605 3.252 6.140
H 2.970 3.730 4.479
H 4.690 2.165 5.320
H 3.444 0.968 5.681
H 4.539 0.462 3.511
H 4.108 2.068 2.909
H 4.197 0.907 -2.097
H 2.643 3.043 -1.872
H 0.168 2.176 -2.589
H 0.513 -1.113 -4.046
H -1.467 -1.005 -1.149
H -3.473 0.632 -2.555
H -2.451 1.831 -0.638
H -2.842 0.480 0.435
H -4.525 2.283 0.662
H -4.859 2.207 -1.069
H -6.564 0.934 0.188
H -5.305 -0.049 0.936
H -6.317 -1.255 -0.973
H -5.930 0.091 -2.048
H -4.243 -1.703 -2.274
H -3.908 -1.624 -0.537
```

Summary:
SMILES: CC(C)N1C(=O)[C@H]2[C@H](C(=O)NC3CCCCC3)[C@@H]3C=C[C@]2(O3)[C@@H]1C(=O)NC1CCCCC1
highest occupied orbital energy: -9.27 eV
E_LUMO: 0.6 eV
gap between HOMO and LUMO: 9.838 eV
relative energy (zero: lowest compared OMol25 entry of this formula, charge and spin): 25.06 kcal/mol



ORCA calculation (wB97M-V/def2-TZVPD) on C62H60AsN4O5PZr as an isolated structure in a non-equilibrium geometry.

XYZ file:
```
134
C62H60AsN4O5PZr | the OMol25 dataset | wB97M-V/def2-TZVPD
Zr 1.013 -0.989 2.242
C 3.923 -4.566 1.962
O 3.728 -4.723 3.349
C 2.419 -4.770 3.773
C 2.040 -5.895 4.483
C 0.764 -6.023 5.018
C -0.143 -5.012 4.834
C 0.207 -3.841 4.135
C -0.643 -2.703 4.284
N -0.384 -1.563 3.729
N -0.969 -0.455 4.294
C -0.203 0.593 4.191
O 0.903 0.550 3.479
C -0.586 1.783 4.955
C -0.032 3.037 4.698
C -0.385 4.124 5.475
C -1.277 3.969 6.525
C -1.829 2.723 6.791
C -1.492 1.636 6.009
C 1.512 -3.695 3.567
O 1.899 -2.583 2.952
H 4.982 -4.755 1.786
H 3.662 -3.551 1.646
H 3.328 -5.289 1.393
H 2.782 -6.664 4.626
H 0.504 -6.896 5.592
H -1.131 -5.073 5.266
H -1.436 -2.746 5.033
H 0.665 3.154 3.881
H 0.041 5.094 5.270
H -1.540 4.821 7.133
H -2.511 2.604 7.618
H -1.907 0.659 6.192
C 6.875 -1.378 0.357
N 5.527 -1.637 -0.070
N 4.432 -1.100 0.553
C 3.298 -1.775 0.104
O 2.130 -1.485 0.500
C 3.751 -2.736 -0.813
C 5.128 -2.645 -0.864
C 6.091 -3.496 -1.589
C 4.301 0.237 0.965
C 5.126 1.267 0.351
C 4.859 2.555 0.563
C 3.591 2.989 1.200
C 2.823 1.911 2.015
C 3.358 0.525 1.885
H 6.868 -0.669 1.180
H 7.469 -0.972 -0.464
H 7.347 -2.301 0.699
H 3.133 -3.432 -1.341
H 5.563 -4.182 -2.244
H 6.686 -4.077 -0.884
H 6.775 -2.891 -2.183
H 5.989 0.967 -0.219
H 5.511 3.324 0.184
H 3.730 3.918 1.756
H 2.684 2.169 3.070
H 2.974 -0.255 2.569
C -3.775 -3.905 -5.682
C -3.033 -3.301 -4.533
C -3.587 -3.008 -3.352
C -2.823 -2.390 -2.218
C -4.650 -0.583 -1.951
C -1.319 -2.507 -2.402
C -0.558 -2.335 -1.313
O -0.341 -2.200 1.116
C -0.788 -2.735 -3.730
C 0.690 -2.620 -3.962
C -1.623 -3.060 -4.735
H -4.812 -4.116 -5.435
H -3.291 -4.831 -5.992
H -3.750 -3.223 -6.532
H -4.634 -3.199 -3.175
H -5.239 -1.125 -2.684
H -4.848 0.480 -2.084
H -4.973 -0.874 -0.953
H 0.520 -2.375 -1.310
H 1.201 -3.498 -3.566
H 1.104 -1.737 -3.477
H 0.896 -2.564 -5.028
H -1.239 -3.200 -5.735
C -1.741 2.280 0.886
C -1.317 2.989 -0.391
As -2.081 4.815 -0.843
C -1.588 4.567 -2.739
C -0.632 5.366 -3.352
C -0.278 5.152 -4.675
C -0.879 4.138 -5.400
C -1.842 3.341 -4.800
C -2.192 3.560 -3.482
C -3.993 4.532 -1.180
C -4.765 3.446 -0.797
C -6.114 3.391 -1.104
C -6.712 4.424 -1.803
C -5.955 5.517 -2.194
C -4.611 5.569 -1.878
P -0.895 0.632 1.181
C -1.586 -0.481 -0.122
C -2.442 -0.088 -1.069
C -3.152 -0.861 -2.142
C -3.228 -2.995 -0.899
C -2.477 -2.776 0.164
C -1.221 -1.959 -0.017
C 0.757 1.101 0.444
C 1.544 2.195 1.137
C 2.407 3.078 0.193
C 2.724 2.462 -1.128
C 2.188 1.311 -1.536
C 1.112 0.697 -0.792
H -2.807 2.045 0.913
H -1.543 2.904 1.764
H -1.450 2.362 -1.270
H -0.248 3.207 -0.341
H -0.169 6.171 -2.791
H 0.466 5.778 -5.144
H -0.609 3.971 -6.431
H -2.323 2.554 -5.362
H -2.968 2.953 -3.028
H -4.324 2.627 -0.243
H -6.699 2.537 -0.793
H -7.764 4.382 -2.039
H -6.412 6.328 -2.743
H -4.018 6.426 -2.180
H -2.730 0.951 -1.102
H -2.851 -0.426 -3.106
H -4.137 -3.571 -0.856
H -2.692 -3.130 1.161
H -0.047 -3.126 1.021
H 0.847 2.799 1.725
H 2.046 4.098 0.040
H 3.416 3.004 -1.753
H 2.442 0.889 -2.497
H 0.504 -0.016 -1.337
```

Summary:
highest occupied orbital energy: -12.02 eV
E_LUMO: -5.3 eV
gap between HOMO and LUMO: 6.755 eV
relative energy (zero: lowest compared OMol25 entry of this formula, charge and spin): 126.08 kcal/mol
total charge: +2



ORCA calculation (wB97M-V/def2-TZVPD) on a 3-piece molecular cluster, C18H27FNO13PS2 overall in a non-equilibrium geometry.

XYZ file:
```
63
C18H27FNO13PS2 | the OMol25 dataset | wB97M-V/def2-TZVPD
C -3.002 0.835 -0.824
C -1.633 1.006 -0.019
F -0.615 1.324 -1.023
C -1.132 -0.360 0.692
C 0.241 -0.452 1.455
C 0.766 -1.773 2.109
C 2.183 -1.895 2.861
C 2.033 -2.064 4.447
O 2.875 -2.640 5.159
O 0.897 -1.480 5.079
C -0.144 -3.018 2.011
C -1.500 -2.911 1.263
C -2.038 -1.624 0.609
C -2.172 -4.353 1.316
O -3.150 -4.716 0.640
N -1.335 -5.050 2.301
P -1.590 -6.771 2.571
O -3.005 -7.254 2.205
O -0.424 -7.756 1.816
O -1.456 -7.000 4.273
C 0.027 -4.514 2.521
O 1.052 -5.083 2.948
H -3.255 1.696 -1.523
H -3.860 0.592 -0.088
H -2.896 -0.107 -1.485
H -1.675 1.875 0.732
H 0.892 0.496 1.513
H 2.891 -1.027 2.623
H 2.648 -2.877 2.475
H 0.058 -1.881 4.751
H -3.057 -1.673 0.110
H -0.327 -7.449 0.881
H -2.372 -6.767 4.576
C -6.678 5.678 -3.162
C -5.882 5.173 -4.351
O -4.488 5.453 -4.212
S -3.619 4.551 -3.188
C -2.018 5.104 -3.704
O -3.768 3.164 -3.547
O -3.850 5.020 -1.848
H -6.420 5.129 -2.254
H -7.749 5.557 -3.335
H -6.463 6.733 -2.974
H -6.045 4.104 -4.513
H -6.220 5.691 -5.252
H -1.846 4.786 -4.731
H -1.281 4.650 -3.041
H -1.976 6.189 -3.618
C 7.665 -0.271 -1.799
C 7.434 -0.340 -0.301
O 6.606 0.731 0.156
S 5.017 0.656 -0.139
C 4.530 1.988 0.920
O 4.501 -0.577 0.398
O 4.780 1.052 -1.501
H 6.738 -0.444 -2.349
H 8.388 -1.027 -2.114
H 8.033 0.717 -2.088
H 7.012 -1.305 -0.009
H 8.394 -0.239 0.213
H 4.738 1.715 1.954
H 3.460 2.148 0.781
H 5.079 2.885 0.635
```

Summary:
SMILES: C[C@H](F)c1cc(CC(=O)O)c2c(c1)C(=O)N(P(=O)(O)O)C2=O.CCOS(C)(=O)=O.CCOS(C)(=O)=O
highest occupied orbital energy: -9.85 eV
E_LUMO: -1.6 eV
gap between HOMO and LUMO: 8.297 eV



ORCA calculation (wB97M-V/def2-TZVPD) on C3H2F3MnNO5S2 as an isolated structure in a non-equilibrium geometry.

XYZ file:
```
17
C3H2F3MnNO5S2 | the OMol25 dataset | wB97M-V/def2-TZVPD
C -2.817 0.080 -0.162
C -3.615 -0.745 0.491
O -4.188 -1.480 1.188
Mn -1.244 -0.738 -1.281
H -3.383 0.810 -0.757
N 0.476 1.089 0.563
S 0.214 1.542 -1.244
O -0.437 2.865 -1.082
O 1.418 1.638 -2.094
S 1.043 -0.374 0.811
O 0.178 -1.239 -0.078
O 1.070 -0.716 2.222
C 2.718 -0.893 0.184
F 2.689 -1.007 -1.131
F 3.601 0.012 0.561
F 3.036 -2.071 0.689
H -0.758 1.227 1.119
```

Summary:
highest occupied orbital energy (alpha / beta): -9.43 / -9.65 eV
multiplicity: 6
E_LUMO (alpha / beta): -1.7 / -1.9 eV
gap between HOMO and LUMO (alpha / beta): 7.749 / 7.747 eV
relative energy (zero: lowest compared OMol25 entry of this formula, charge and spin): 6.67 kcal/mol



no.,calculated total energy (eV)
1,-83320.8587
2,-15781.2291
3,-7851.5432
4,-17618.4254
5,-38678.5657
6,-8367.1186
7,-39187.9861
8,-152859.0880
9,-80884.8588
10,-76008.9395